Here is the ion CH3O4PS with charge -2 in a non-equilibrium geometry from the OMol25 dataset. Energies are from ωB97M-V with the def2-TZVPD basis set.

The calculation puts the HOMO-LUMO gap at 5.5 eV. For the largest force on an atom, the calculation gives 0.055 hartree/bohr. Its SMILES is CSOP(=O)([O-])[O-]. The HOMO energy is 0.441 eV.

Geometry as ORCA input:
```
! wB97M-V def2-TZVPD RIJCOSX def2/J DEFGRID3
* xyz -2 1
C -0.584 -1.666 -1.228
O -3.343 -0.329 -1.458
S -0.660 -1.132 0.537
O -2.420 1.589 0.021
O -4.506 0.280 0.801
O -2.195 -0.996 0.830
H -1.504 -2.050 -1.516
H -0.530 -0.769 -1.932
P -3.232 0.329 -0.054
H 0.268 -2.422 -1.401
*
```